1.
Molecular formula: C24H33F15O14PbV
Method: DFT, ωB97M-V/def2-TZVPD

Properties
- E_HOMO (spin up / spin down) (eV) = -11.89 / -12.25
- <S²> = 2.067
- 2S+1 = 3
- net charge = +1
- frontier orbital gap (spin up / spin down) (eV) = 6.227 / 6.533
- energy above the lowest of the compared OMol25 structures with the same formula, charge and spin (kJ/mol) = 0.0

Geometry (Å):
Pb (4.038647, -1.433692, 1.054841)
V (3.524666, 1.809402, 0.230100)
O (2.143984, 0.118519, 0.487273)
C (0.938446, 0.566452, -0.114835)
C (1.014897, 1.680303, -1.189908)
O (2.199302, 2.470904, -1.236293)
H (0.208564, 0.769168, 0.676627)
H (0.555753, -0.302705, -0.661283)
H (0.196013, 2.403455, -1.088644)
H (0.829723, 1.260737, -2.185120)
O (4.576781, 0.195305, -0.796499)
C (5.566438, 0.835148, -1.597217)
C (6.045455, 2.232602, -1.139301)
O (5.082607, 3.028513, -0.475656)
H (5.126284, 0.966069, -2.594046)
H (6.404095, 0.177000, -1.843799)
H (6.411414, 2.871810, -1.945636)
H (6.911016, 2.067711, -0.483194)
C (-0.558866, 0.755463, 4.181220)
C (0.499067, -0.249730, 3.733835)
O (1.186215, -0.790220, 4.873333)
C (2.172739, -1.606284, 4.635478)
O (2.591609, -1.885666, 3.536405)
C (2.733825, -2.214096, 5.946826)
F (2.921141, -3.523241, 5.871557)
F (3.956715, -1.671872, 6.133831)
F (1.952993, -1.930829, 6.977669)
H (-1.068692, 1.110107, 3.284070)
H (-0.122847, 1.561077, 4.773381)
H (-1.359902, 0.397218, 4.829323)
H (1.156269, 0.211454, 2.994781)
H (0.020965, -1.075762, 3.201912)
C (-3.666815, -1.517131, -6.843471)
C (-2.643442, -0.512887, -6.280195)
O (-2.664627, -0.666121, -4.853883)
C (-1.982675, 0.189102, -4.103885)
O (-1.194236, 0.955936, -4.583953)
C (-2.134619, 0.086032, -2.575475)
F (-3.304971, -0.458629, -2.268547)
F (-1.138726, -0.670320, -2.095353)
F (-2.017556, 1.274632, -1.997266)
H (-3.770554, -1.348076, -7.911080)
H (-4.611953, -1.424545, -6.309598)
H (-3.295515, -2.508037, -6.578178)
H (-3.042651, 0.482416, -6.468705)
H (-1.705774, -0.750210, -6.776431)
C (1.985748, -0.335369, -4.311479)
C (2.506442, -1.124133, -3.125825)
O (2.518534, -2.532594, -3.426293)
C (2.647799, -3.330547, -2.396501)
O (3.033771, -3.007003, -1.306786)
C (2.358544, -4.799091, -2.748190)
F (1.493354, -5.284843, -1.856155)
F (1.892406, -4.983232, -3.979900)
F (3.492535, -5.495161, -2.672012)
H (1.898527, 0.709640, -4.022418)
H (1.018807, -0.735856, -4.609103)
H (2.704872, -0.446236, -5.122558)
H (1.872157, -1.003544, -2.241076)
H (3.450449, -0.713988, -2.758032)
C (-0.441380, 4.853550, 0.844439)
C (-1.522334, 3.833668, 1.159409)
O (-1.886702, 4.006196, 2.526764)
C (-2.873399, 3.281228, 2.993900)
O (-3.611889, 2.589726, 2.352033)
C (-2.995683, 3.370714, 4.538517)
F (-1.896186, 3.911089, 5.072906)
F (-4.006848, 4.168784, 4.873707)
F (-3.156436, 2.162340, 5.054345)
H (-0.774926, 5.866478, 1.046172)
H (-0.166198, 4.722073, -0.208623)
H (0.550152, 4.596349, 1.223266)
H (-1.086535, 2.852152, 0.952758)
H (-2.415701, 3.939858, 0.544141)
C (-2.672686, -0.190270, 1.036860)
C (-3.451243, -0.369512, 2.339665)
O (-4.076781, -1.645688, 2.339360)
C (-3.360373, -2.659901, 2.779976)
O (-2.176557, -2.611773, 2.983614)
C (-4.073594, -4.012277, 2.983819)
F (-3.729920, -4.610796, 4.121061)
F (-5.402788, -3.882073, 2.984431)
F (-3.677904, -4.839689, 1.987522)
H (-1.710120, -0.703196, 1.045388)
H (-2.442209, 0.835952, 0.743018)
H (-3.344139, -0.502241, 0.236012)
H (-4.212994, 0.405420, 2.305629)
H (-2.939809, -0.222645, 3.291270)

Forces on the atoms, in the same order (eV/Å):
Pb -1.6340 1.0829 -2.0945
V 0.4714 0.8359 -5.7573
O 2.9733 1.5145 0.7670
C -0.9671 -1.1950 -0.5263
C 0.2791 1.0340 -0.3895
O 1.7490 -1.7268 3.1435
H 0.0789 0.3139 -0.0140
H -0.2304 0.0859 0.3079
H -0.2311 -0.3060 0.4329
H 0.2760 -0.2675 0.0787
O -0.5641 0.9386 2.7929
C 0.0478 0.4813 -1.6915
C 0.4054 -0.0188 0.9979
O -2.8938 -2.7536 1.5686
H -0.4675 0.0878 0.1011
H 0.2210 -0.0368 0.6496
H 0.0427 -0.5793 -0.4728
H -0.0030 0.1530 0.1952
C 0.1712 -0.0868 0.4649
C -1.4643 0.2081 -0.6365
O 0.2884 0.1062 0.2111
C -0.7947 -0.0797 0.0319
O 0.7748 -0.0909 -0.4482
C 0.6663 0.2121 0.1701
F -0.4017 -0.0698 -0.2796
F -0.2613 0.2144 0.0936
F 0.2295 -0.0861 -0.0969
H 0.2403 0.3071 -0.0343
H 0.1529 0.2683 -0.4351
H 0.2683 -0.6872 -0.0958
H 0.4661 0.0157 0.3947
H -0.0039 -0.1511 0.1687
C 0.6023 0.1411 1.3274
C -1.7384 -0.2633 -0.8863
O -0.2396 -0.6123 1.6647
C 0.9532 0.1805 -2.0013
O 0.1562 0.5186 0.6150
C -0.4429 -0.3064 -0.7453
F 0.0026 -0.0336 0.4154
F -0.0109 -0.4393 0.0647
F -0.2441 0.1698 -0.0313
H -0.0752 -0.2560 -0.0209
H -0.1452 0.2353 -0.2983
H -0.0639 -0.1776 -0.5545
H 0.6788 0.2204 -0.2643
H 0.4414 0.5611 0.5925
C 0.4025 -0.8565 0.2817
C -0.4518 1.3448 0.8520
O -0.1441 -0.2763 0.0784
C 0.4579 0.4144 -1.2265
O 0.1355 0.1823 1.3672
C 0.0442 -0.5913 -0.2728
F -0.0254 0.0186 -0.1295
F -0.2905 0.3550 0.2792
F 0.2707 -0.0037 0.3458
H -0.0224 0.0185 -0.1197
H -0.0377 0.2000 -0.1476
H -0.1768 0.1899 -0.1843
H -0.2610 -0.0458 -0.2150
H 0.3576 -0.6433 -0.3947
C 0.1856 -0.6563 -1.0611
C 0.6290 0.4402 -0.8187
O 0.4923 -0.0785 0.7427
C -0.3343 -0.3689 -0.0345
O -0.0295 -0.0190 0.0292
C 0.5221 1.0658 -0.2652
F 0.2268 -0.1794 0.0897
F -0.3530 -0.3398 -0.0278
F -0.3378 -0.2323 0.1017
H 0.3274 0.0667 0.0385
H -0.6767 0.4290 -0.2709
H -0.3365 0.2382 1.0558
H -0.3708 -0.2778 0.4685
H 0.0801 0.1188 -0.0448
C 0.4090 0.1363 0.0883
C 0.2733 1.4348 -0.6821
O -1.2197 -1.0255 0.4565
C 1.1110 0.3568 -0.0165
O 0.2139 -0.0458 0.2820
C -0.5406 -0.4206 -0.3755
F 0.1995 0.4637 0.0553
F 0.2562 -0.1145 -0.3044
F -0.4490 0.4636 0.1830
H -0.2385 -0.4478 -0.2365
H -0.2112 0.2422 0.6634
H 0.2860 -0.4974 -0.0130
H -0.5060 -0.5358 0.2144
H 0.3730 -0.1858 -0.3074

2.
Molecular formula: C24H33F3IN3O11P2S2
Method: DFT, ωB97M-V/def2-TZVPD

Properties
- E_HOMO (eV) = -6.03
- net charge = 0
- frontier orbital gap (eV) = 3.659

Geometry (Å):
C (-4.038981, -3.028977, -3.873627)
C (-3.319121, -2.906907, -5.266966)
C (-2.021069, -2.021772, -5.255669)
O (-1.635564, -1.569469, -3.938588)
C (-0.457649, -0.815924, -3.993090)
O (0.566142, -1.387849, -4.271373)
C (-0.526060, 0.707553, -3.652273)
S (1.092048, 1.436784, -3.191550)
N (1.637789, 0.339227, -1.948725)
C (2.074590, 0.712527, -0.772495)
N (2.035115, 2.133074, -0.508317)
C (1.321751, 2.437641, 0.793015)
C (-0.160912, 2.776494, 0.452606)
C (-1.364359, 2.548300, 1.240549)
C (-2.726842, 2.947447, 0.827063)
C (-2.951074, 3.601101, -0.463551)
C (-1.743415, 3.856142, -1.284024)
C (-0.390298, 3.479859, -0.846811)
C (1.638265, 1.368668, 1.898227)
C (1.015159, 1.599915, 3.327651)
C (0.242700, 0.383896, 3.930109)
O (-0.866534, 0.034313, 3.658454)
I (1.328416, -0.814393, 5.400028)
P (3.535798, 1.606072, 2.229702)
P (3.858589, 3.575556, 3.142957)
O (4.855796, 4.370950, 2.365544)
O (4.558229, 3.263749, 4.627936)
O (2.451297, 4.386126, 3.482283)
C (1.589279, -0.139182, 1.378845)
C (0.198146, -0.621044, 0.825029)
N (2.571888, -0.141292, 0.231016)
C (2.985142, -1.468884, -0.210021)
O (3.689081, -2.112633, 0.882873)
C (3.704975, -3.474111, 0.663438)
F (4.576041, -4.065314, 1.523692)
F (4.162105, -3.760325, -0.608797)
F (2.469629, -4.033189, 0.894386)
O (-3.083548, -4.224132, -5.840855)
C (-4.277669, -4.872071, -6.106951)
O (-5.127936, -4.438412, -6.840234)
C (-4.577102, -6.288340, -5.472516)
S (-3.217342, -6.806451, -4.317323)
H (-4.163437, -2.005407, -3.423551)
H (-5.083176, -3.454439, -3.957473)
H (-3.464718, -3.734414, -3.219333)
H (-4.047404, -2.395078, -5.959627)
H (-1.211972, -2.612079, -5.779674)
H (-2.218242, -1.105530, -5.889269)
H (-0.942269, 1.291589, -4.524025)
H (-1.220764, 0.863728, -2.780711)
H (1.603502, -0.654823, -2.196691)
H (2.973211, 2.540919, -0.511150)
H (1.805058, 3.400972, 1.136961)
H (-1.285494, 2.028034, 2.218861)
H (-3.596266, 2.741568, 1.502661)
H (-3.968590, 3.904518, -0.821723)
H (-1.927523, 4.355624, -2.268409)
H (0.430030, 3.742807, -1.548335)
H (0.393965, 2.541649, 3.269721)
H (1.815032, 1.855738, 4.086316)
H (4.241700, 1.687938, 0.992863)
H (3.987871, 2.636866, 5.132689)
H (2.453996, 5.226639, 2.984436)
H (1.925507, -0.817482, 2.206571)
H (-0.561972, 0.172337, 0.625566)
H (0.255477, -1.249797, -0.115797)
H (-0.262785, -1.311359, 1.591310)
H (2.178523, -2.127219, -0.639449)
H (3.751552, -1.340771, -1.033799)
H (-5.530184, -6.281864, -4.886039)
H (-4.706032, -7.044032, -6.293764)
H (-3.151978, -8.182408, -4.320208)
C (0.311168, 1.913229, 8.836709)
C (0.879267, 3.047346, 7.974111)
O (1.582787, 2.685584, 6.991271)
O (0.577263, 4.197131, 8.347399)
H (0.612402, 0.933894, 8.456080)
H (0.672265, 2.011654, 9.862658)
H (-0.780262, 1.962215, 8.841200)

Forces on the atoms, in the same order (eV/Å):
C -0.0184 -0.1405 -0.1186
C -1.5616 1.2122 0.2676
C -0.1556 -0.6991 -1.7432
O 0.5291 1.5092 -0.2425
C 0.1349 -1.2545 -0.3545
O -0.2907 0.9313 0.4190
C -0.9147 -0.7072 1.0500
S 0.0022 -0.1507 -0.6161
N -0.1146 -0.5533 0.1452
C 0.6844 1.5247 0.9378
N -0.6380 -1.7592 0.6157
C -0.6559 0.8551 0.3028
C -2.5865 1.2553 -2.0843
C -0.2799 0.4703 -0.8960
C 1.4083 0.5123 -1.5974
C 2.8281 -0.8263 0.9808
C -0.2829 -0.8603 1.7471
C -2.2973 -0.2038 0.9109
C 1.5392 -0.2825 -0.1215
C 0.2248 0.9440 0.4391
C -0.3375 -0.0155 0.0287
O 0.7816 0.6771 -0.1517
I -0.0651 0.5174 -0.5277
P -0.0609 -1.3856 1.0375
P 1.9440 2.3366 1.7930
O -1.4208 -0.8910 0.2005
O -2.2360 -0.6021 -2.1157
O 1.2764 -1.0336 -0.8726
C -1.1908 1.1894 0.1124
C -0.8320 -1.0919 0.6059
N -0.8489 -0.5193 -1.5327
C 1.1958 -0.2533 -1.3366
O -0.9969 -0.7853 -1.0093
C 0.9939 -0.7898 0.9446
F -1.2248 1.0437 -1.0322
F -1.1709 0.1616 1.4501
F 1.5441 0.6660 -0.9047
O -0.6425 -0.2089 0.8410
C -0.9738 -0.9844 -0.4166
O 0.8164 0.2595 0.5970
C 0.6210 -0.6877 0.0946
S 0.2811 -0.1324 0.0478
H 0.3489 -1.0994 -0.2750
H 1.1419 0.4220 -0.2705
H -0.3779 0.8881 -0.3495
H 0.7900 -0.4788 0.5934
H -0.6165 0.6206 0.8694
H 0.1420 -0.9257 0.6812
H 0.6581 -0.5428 0.8452
H 0.4486 -0.1630 -0.9048
H 0.1728 0.2885 -0.0098
H -0.1943 -0.3801 0.0713
H -0.7063 -1.0008 -0.2881
H -0.1501 0.4231 -0.8852
H 1.0993 0.1565 -0.6684
H 1.1965 -0.3634 0.4725
H 0.5578 -0.4659 0.9879
H -0.6070 -0.3513 0.8934
H 0.3263 -1.2494 0.3779
H -0.8966 -0.3527 -0.7444
H -0.4920 0.6803 0.2874
H 0.3662 0.6240 0.2251
H 0.1013 -0.2937 0.3435
H 0.1263 0.6336 -0.9947
H 0.8816 -0.3988 0.2241
H 0.2482 0.6688 0.9820
H 0.3963 0.8036 -0.8375
H 0.4156 0.5036 0.8437
H -0.8941 0.0650 0.7552
H 0.7706 0.4544 -0.7328
H 0.2116 0.9390 0.6561
H -0.6311 0.8874 -0.4566
C -0.0133 -0.4591 0.0352
C -0.1970 0.1950 0.2724
O 0.2415 -0.0156 -0.6574
O 0.2040 -0.1396 -0.3487
H 0.0052 0.0293 0.0062
H -0.1179 0.0692 -0.0063
H 0.0352 0.0806 0.1115

Q: Among the records above, which one has the highest net charge?
A: C24H33F15O14PbV

Q: The lowest net charge belongs to which entry?
A: C24H33F3IN3O11P2S2

Q: Which of these has the lowest net charge?
A: C24H33F3IN3O11P2S2